16
Properties=species:S:1:pos:R:3:forces:R:3:nbo_charge:R:1 method="wB97M-V/def2-TZVPD" orbital_gap_ev=7.542 relative_energy_ev=4.8305 e_lumo_ev=-0.83 smiles="CC(=O)C#N.CNO" total_energy_ev=-11349.2823
O 1.0139 1.3597 0.2263 -1.577 2.364 -1.718 -0.62
O -1.3838 1.0508 -0.8611 -0.907 -1.613 -0.344 -0.48
N -1.0676 -2.1631 0.5058 0.083 1.752 -0.271 -0.21
N 0.7691 0.8119 1.4835 -3.190 -2.345 0.131 -0.34
C -1.4270 -0.1541 -1.0556 1.204 2.468 -0.301 0.51
C -1.5131 -0.7752 -2.4192 -0.601 -0.163 -0.110 -0.70
C 2.0221 0.5137 2.1509 -0.192 -0.154 -0.593 -0.43
C -1.1320 -1.1081 0.0144 -0.586 -2.797 0.332 0.13
H -1.9421 -1.7747 -2.3797 0.023 -0.011 0.036 0.24
H 1.7971 -0.0593 3.0489 0.001 -0.085 -0.068 0.21
H 2.7268 -0.0284 1.5046 -0.015 -0.037 0.171 0.17
H 2.4756 1.4562 2.4541 0.040 0.036 -0.033 0.20
H 0.1743 1.9624 -0.0014 2.786 -1.971 1.069 0.49
H -2.1142 -0.1465 -3.0768 0.124 0.057 0.097 0.25
H 0.1074 -0.0857 1.2392 2.755 2.424 1.452 0.31
H -0.5064 -0.8596 -2.8339 0.053 0.074 0.148 0.26